# 1
Entry from the Open Molecules 2025 dataset: C22H36N2O3PPtS2SeSi as an isolated structure (ωB97M-V/def2-TZVPD).

The geometry in XYZ format:
```
69
Properties=species:S:1:pos:R:3
Pt -0.24 -0.33 0.04
C 1.03 0.10 -2.73
N 1.33 0.42 -1.31
C 2.55 -0.33 -0.89
C 2.69 -0.24 0.61
N 1.55 -0.94 1.27
C 1.48 -0.47 2.68
C 1.77 -2.40 1.20
C 2.70 -2.99 2.06
C 2.96 -4.34 1.98
C 2.29 -5.12 1.05
C 1.37 -4.54 0.20
C 1.10 -3.17 0.27
S -0.09 -2.51 -0.85
C 1.56 1.86 -1.14
C 2.50 2.51 -1.95
C 2.74 3.86 -1.80
C 2.04 4.58 -0.84
C 1.13 3.94 -0.02
C 0.88 2.57 -0.16
S -0.31 1.84 0.90
H 1.88 0.37 -3.37
H 0.15 0.65 -3.04
H 0.84 -0.96 -2.81
H 3.42 0.09 -1.38
H 2.43 -1.37 -1.21
H 2.67 0.80 0.93
H 3.63 -0.69 0.94
H 2.47 -0.50 3.14
H 0.80 -1.11 3.23
H 1.13 0.55 2.68
H 3.23 -2.39 2.78
H 3.69 -4.79 2.65
H 2.49 -6.18 0.98
H 0.84 -5.14 -0.53
H 3.04 1.96 -2.70
H 3.46 4.35 -2.44
H 2.22 5.64 -0.72
H 0.59 4.50 0.73
C -1.96 0.43 3.45
O -2.56 -0.26 2.34
P -1.81 -1.25 1.38
O -1.06 -2.28 2.30
C -1.78 -3.16 3.20
O -3.07 -1.95 0.79
C -3.27 -2.88 -0.29
H -2.75 1.04 3.88
H -1.15 1.06 3.12
H -1.60 -0.29 4.19
H -1.06 -3.89 3.55
H -2.59 -3.65 2.68
H -2.18 -2.58 4.04
H -4.34 -2.96 -0.41
H -2.83 -3.85 -0.02
H -2.82 -2.51 -1.20
C -0.95 3.15 -3.19
Si -2.34 2.42 -2.19
C -2.83 3.59 -0.83
C -3.78 2.04 -3.32
Se -2.17 0.24 -1.38
H -1.30 4.13 -3.53
H -0.70 2.57 -4.08
H -0.04 3.32 -2.61
H -3.23 4.52 -1.26
H -1.97 3.85 -0.21
H -3.59 3.15 -0.19
H -4.12 2.97 -3.78
H -4.63 1.62 -2.77
H -3.50 1.35 -4.11
```

Properties
**Lowest unoccupied orbital energy**: -3.2469 eV
**Net charge**: +1
**Kohn-Sham gap**: 7.40 eV
**Highest occupied orbital energy**: -10.650 eV

***

# 2
Entry from the Open Molecules 2025 dataset: one molecule with the formula C22H36N2O4 (ωB97M-V/def2-TZVPD).

The geometry in XYZ format:
```
64
Properties=species:S:1:pos:R:3
C -4.06 -1.53 -3.00
H -5.04 -2.02 -2.98
H -3.97 -0.90 -3.89
H -3.29 -2.30 -2.99
O -3.93 -0.67 -1.88
C -3.94 -1.25 -0.68
O -4.05 -2.44 -0.52
C -3.79 -0.22 0.44
N -2.67 0.68 0.23
H -2.81 1.20 -0.64
C -1.37 0.02 0.20
C -0.28 1.05 0.01
C 0.73 0.84 -0.92
C 1.73 1.79 -1.10
C 1.71 2.95 -0.34
C 0.70 3.16 0.59
C -0.29 2.21 0.76
H -1.08 2.37 1.48
H 0.69 4.06 1.18
H 2.48 3.69 -0.47
C 2.87 1.53 -2.06
N 4.13 1.17 -1.41
H 4.43 1.93 -0.80
C 4.07 -0.05 -0.62
C 3.38 0.17 0.72
O 3.59 1.11 1.44
O 2.52 -0.81 1.01
C 1.84 -0.69 2.25
H 2.56 -0.68 3.08
H 1.26 0.23 2.28
H 1.19 -1.56 2.33
H 3.52 -0.81 -1.19
C 5.51 -0.52 -0.36
H 6.04 0.29 0.14
H 5.99 -0.68 -1.33
C 5.63 -1.79 0.49
C 7.11 -2.12 0.70
H 7.59 -2.32 -0.26
H 7.62 -1.28 1.17
H 7.22 -2.99 1.33
C 4.92 -2.98 -0.16
H 3.84 -2.83 -0.18
H 5.27 -3.12 -1.18
H 5.12 -3.89 0.40
H 5.18 -1.60 1.46
H 3.07 2.43 -2.65
H 2.61 0.72 -2.74
H 0.74 -0.06 -1.51
H -1.24 -0.47 1.17
H -1.30 -0.75 -0.58
H -3.60 -0.77 1.37
C -5.08 0.60 0.55
H -4.96 1.28 1.40
H -5.17 1.21 -0.35
C -6.35 -0.23 0.73
C -6.29 -1.11 1.97
H -5.55 -1.89 1.86
H -7.25 -1.59 2.14
H -6.04 -0.52 2.85
C -7.56 0.70 0.80
H -7.62 1.33 -0.09
H -8.48 0.13 0.87
H -7.48 1.35 1.67
H -6.47 -0.88 -0.15
```

Properties
**SMILES string**: COC(=O)[C@H](CC(C)C)NCc1cccc(CN[C@@H](CC(C)C)C(=O)OC)c1
**Lowest unoccupied orbital energy**: 0.6888 eV
**Kohn-Sham gap**: 9.43 eV
**Highest occupied orbital energy**: -8.736 eV

***

# 3
Entry from the Open Molecules 2025 dataset: a 7-piece molecular cluster, C22H37Cl2FO5 overall at a distorted geometry (ωB97M-V/def2-TZVPD).

The geometry in XYZ format:
```
67
Properties=species:S:1:pos:R:3
F -6.16 0.35 4.01
C -5.02 0.69 3.34
C -3.86 0.73 3.99
C -2.69 0.95 3.27
C -2.69 1.12 1.89
C -3.89 1.09 1.22
C -5.07 0.87 1.92
H -3.74 0.62 5.06
H -1.75 0.83 3.80
H -1.91 1.11 1.14
H -3.93 1.27 0.16
H -6.00 0.81 1.38
C 0.98 -3.84 -4.79
Cl 0.41 -4.69 -3.41
Cl 2.25 -2.77 -4.24
H 1.31 -4.59 -5.51
H 0.15 -3.33 -5.27
C 1.31 -3.76 2.50
C 0.00 -3.40 1.89
O -0.28 -3.84 0.82
C -0.91 -2.54 2.74
H 1.69 -3.24 3.38
H 2.10 -3.59 1.77
H 1.26 -4.82 2.74
H -1.59 -1.96 2.11
H -0.25 -1.83 3.23
H -1.48 -3.00 3.55
C 1.38 1.19 3.29
C 2.14 1.80 2.08
O 3.29 1.40 1.75
C 1.55 2.97 1.36
H 1.13 0.15 3.04
H 0.45 1.71 3.53
H 2.01 1.20 4.18
H 1.72 3.93 1.84
H 0.48 2.88 1.17
H 1.95 2.91 0.35
C 3.93 1.91 -1.54
C 5.26 2.49 -2.05
O 5.21 3.33 -2.95
C 6.48 2.03 -1.33
H 3.01 2.50 -1.56
H 4.09 1.75 -0.48
H 3.78 0.96 -2.05
H 7.46 2.44 -1.60
H 6.47 0.94 -1.39
H 6.29 2.31 -0.30
C -0.40 -1.82 -1.47
C 0.46 -0.71 -0.94
O 0.00 0.34 -0.47
C 2.00 -0.93 -0.89
H -0.70 -1.59 -2.50
H -1.35 -1.79 -0.94
H 0.15 -2.76 -1.49
H 2.25 -1.97 -0.70
H 2.43 -0.32 -0.10
H 2.47 -0.65 -1.83
C -4.84 1.63 -2.85
C -3.35 1.75 -3.05
O -2.85 2.84 -3.28
C -2.40 0.55 -2.82
H -5.20 0.84 -3.52
H -5.39 2.54 -3.08
H -5.05 1.28 -1.84
H -2.62 -0.22 -3.56
H -2.61 0.12 -1.84
H -1.36 0.88 -2.86
```

Properties
**Lowest unoccupied orbital energy (spin up / spin down)**: -5.0499 / -8.8054 eV
**Net charge**: +1
**Kohn-Sham gap (spin up / spin down)**: 6.00 / 2.24 eV
**Highest occupied orbital energy (spin up / spin down)**: -11.049 / -11.049 eV
**Multiplicity**: 2

***

# 4
Entry from the Open Molecules 2025 dataset: C22H37ClN3O5V as an isolated structure at a distorted geometry (ωB97M-V/def2-TZVPD).

The geometry in XYZ format:
```
69
Properties=species:S:1:pos:R:3
O 1.00 0.74 -0.05
C 2.26 0.18 0.20
C 3.04 0.06 -1.13
C 2.38 0.13 -2.34
H 1.30 0.33 -2.34
C 3.10 -0.03 -3.53
H 2.56 0.03 -4.48
C 4.47 -0.26 -3.50
H 5.03 -0.39 -4.43
C 5.14 -0.33 -2.26
H 6.21 -0.50 -2.23
C 4.43 -0.17 -1.08
H 4.93 -0.23 -0.11
H 2.87 0.83 0.87
C 1.75 -0.94 2.40
C 2.15 -1.13 0.97
H 1.98 -1.83 2.99
H 0.65 -0.77 2.50
H 2.23 -0.06 2.77
C 2.22 -2.36 0.27
C 1.93 -3.71 0.87
H 2.45 -2.32 -0.81
H 2.82 -4.33 0.78
H 1.12 -4.22 0.31
H 1.63 -3.64 1.92
V -0.72 0.03 0.20
Cl -0.36 -2.11 0.85
C -3.15 -1.61 0.30
O -2.69 -0.44 0.54
N -4.43 -1.94 0.43
C -5.34 -1.17 1.26
C -4.96 -3.11 -0.26
H -2.45 -2.42 -0.06
H -4.81 -0.29 1.64
H -5.69 -1.79 2.10
H -6.21 -0.88 0.66
H -4.21 -3.49 -0.97
H -5.87 -2.83 -0.82
H -5.21 -3.91 0.46
H 0.68 4.09 -3.34
H -1.90 3.31 -3.71
C 0.73 3.12 -2.82
C -1.66 2.46 -3.05
N -0.55 2.83 -2.19
H 1.52 3.13 -2.06
C -0.64 2.74 -0.85
O -1.43 1.95 -0.25
H -2.53 2.18 -2.44
H 0.06 3.41 -0.29
H 0.94 2.32 -3.56
H -1.35 1.61 -3.68
H -1.81 1.83 5.18
H -0.61 4.21 4.54
C -0.82 1.45 4.86
C 0.19 3.59 4.09
N -0.31 2.27 3.77
H -0.91 0.41 4.52
C -0.24 1.80 2.53
O -0.76 0.68 2.19
H 0.55 4.07 3.16
H 0.34 2.42 1.79
H -0.12 1.51 5.71
H 1.02 3.52 4.81
C -0.34 -2.02 -2.32
C -0.96 -0.76 -1.83
O -1.95 -0.26 -2.37
H 0.67 -2.13 -1.97
H -0.37 -2.02 -3.41
H -0.98 -2.83 -1.93
```

Properties
**Lowest unoccupied orbital energy (spin up / spin down)**: 0.3458 / 0.3449 eV
**Kohn-Sham gap (spin up / spin down)**: 6.49 / 6.37 eV
**Highest occupied orbital energy (spin up / spin down)**: -6.142 / -6.027 eV
**Multiplicity**: 3

***

# 5
Entry from the Open Molecules 2025 dataset: a 3-piece molecular cluster, C22H37F2N4O3 overall at a distorted geometry (ωB97M-V/def2-TZVPD).

The geometry in XYZ format:
```
68
Properties=species:S:1:pos:R:3
C 1.43 -4.62 0.71
C 2.25 -3.66 0.06
C 3.35 -2.64 -0.68
C 2.54 -1.21 -0.94
N 1.36 -1.09 -1.87
N 0.54 -0.08 -2.21
C 0.74 1.24 -1.58
O -0.15 2.42 -1.86
C -1.55 2.07 -1.54
C -1.84 1.80 0.05
C -2.22 3.26 0.76
C -3.11 0.81 0.36
C -2.86 -0.77 0.02
C -1.39 -1.35 0.46
C -3.14 -1.17 -1.57
C 1.97 1.43 -0.53
C 2.18 2.92 0.16
C 3.75 3.34 0.38
F 1.34 3.05 1.39
C 2.96 0.19 -0.13
F 4.08 0.22 0.84
H 0.89 -5.59 1.14
H 3.78 -3.08 -1.67
H 4.18 -2.40 0.14
H 1.13 -2.02 -2.35
H -2.21 3.01 -1.86
H -1.86 1.20 -2.26
H -0.93 1.39 0.66
H -3.26 3.63 0.34
H -1.33 4.00 0.49
H -2.26 3.16 1.95
H -4.03 1.21 -0.25
H -3.33 0.86 1.53
H -3.66 -1.39 0.65
H -1.23 -2.40 -0.11
H -0.48 -0.69 0.14
H -1.42 -1.61 1.61
H -4.00 -0.42 -1.94
H -3.54 -2.27 -1.68
H -2.19 -0.98 -2.25
H 1.73 3.72 -0.61
H 4.53 2.69 -0.20
H 3.87 4.51 0.18
H 3.98 3.20 1.54
C -0.98 -6.70 4.77
C -0.32 -7.25 3.54
O 0.12 -6.51 2.66
N -0.21 -8.60 3.41
C -0.66 -9.62 4.33
H -0.99 -5.61 4.73
H -2.01 -7.06 4.83
H -0.42 -7.01 5.66
H 0.25 -8.89 2.55
H 0.21 -10.22 4.63
H -1.37 -10.26 3.80
H -1.14 -9.20 5.21
C -0.13 5.41 -2.88
C -0.39 6.68 -3.63
O -1.42 6.85 -4.28
N 0.55 7.66 -3.58
C 1.81 7.65 -2.88
H -0.97 4.72 -3.02
H 0.78 4.93 -3.26
H -0.03 5.62 -1.81
H 0.30 8.49 -4.11
H 1.81 8.49 -2.17
H 2.61 7.80 -3.61
H 1.98 6.72 -2.34
```

Properties
**Lowest unoccupied orbital energy**: -5.3266 eV
**Net charge**: +1
**Kohn-Sham gap**: 5.83 eV
**Highest occupied orbital energy**: -11.159 eV

***

# 6
Entry from the Open Molecules 2025 dataset: a 4-piece molecular cluster, C22H37F9NO7S overall at a distorted geometry (ωB97M-V/def2-TZVPD).

The geometry in XYZ format:
```
77
Properties=species:S:1:pos:R:3
C 0.72 4.27 0.36
C -0.03 4.14 -1.13
C -1.49 3.42 -0.82
C 0.91 3.13 -2.03
C 0.76 3.31 -3.65
C -0.74 2.88 -4.24
C 1.95 2.46 -4.47
O 1.60 1.04 -4.60
N 2.61 0.22 -4.26
C 2.62 -0.12 -2.79
C 1.56 -1.29 -2.34
C -0.02 -0.94 -2.64
S -1.23 -1.99 -1.62
H 0.91 3.17 0.76
H -0.02 4.76 1.15
H 1.76 4.81 0.30
H -0.11 5.20 -1.63
H -2.28 3.94 -1.53
H -1.69 3.58 0.32
H -1.45 2.25 -1.04
H 0.63 2.02 -1.71
H 2.06 3.26 -1.75
H 0.89 4.46 -3.97
H -0.86 3.33 -5.34
H -0.90 1.72 -4.27
H -1.62 3.34 -3.61
H 3.03 2.66 -4.04
H 1.95 2.91 -5.57
H 3.70 -0.55 -2.55
H 2.55 0.87 -2.14
H 1.88 -2.28 -2.87
H 1.65 -1.42 -1.16
H -0.28 -1.18 -3.78
H -0.31 0.19 -2.46
H -2.37 -2.20 -2.44
C -0.29 -4.56 0.43
C 0.25 -5.87 0.97
O -0.63 -6.40 1.98
C -1.74 -7.07 1.52
O -2.00 -7.22 0.33
C -2.55 -7.62 2.69
F -2.73 -6.71 3.69
F -1.96 -8.70 3.27
F -3.80 -8.02 2.33
H -0.47 -3.85 1.25
H 0.41 -4.11 -0.28
H -1.25 -4.70 -0.08
H 1.22 -5.70 1.45
H 0.41 -6.60 0.17
C 4.70 3.31 3.98
C 5.66 2.24 3.49
O 4.93 1.14 2.91
C 4.49 1.32 1.63
O 4.69 2.34 0.97
C 3.78 0.06 1.12
F 2.89 -0.44 2.03
F 4.66 -0.95 0.85
F 3.07 0.28 -0.02
H 3.97 2.89 4.67
H 5.25 4.11 4.49
H 4.14 3.75 3.15
H 6.22 1.83 4.34
H 6.39 2.64 2.78
C -5.55 -1.75 3.16
C -4.45 -1.57 2.13
O -4.75 -0.46 1.27
C -4.47 0.79 1.77
O -3.99 0.98 2.88
C -4.79 1.86 0.73
F -6.00 1.68 0.13
F -3.87 1.89 -0.28
F -4.81 3.12 1.26
H -6.53 -1.86 2.67
H -5.37 -2.64 3.77
H -5.62 -0.89 3.83
H -4.39 -2.46 1.50
H -3.47 -1.44 2.60
```

Properties
**Lowest unoccupied orbital energy**: 2.0616 eV
**Net charge**: -1
**Kohn-Sham gap**: 3.76 eV
**Highest occupied orbital energy**: -1.693 eV

***

# 7
Entry from the Open Molecules 2025 dataset: C22H37IrO3Si as an isolated structure at a distorted geometry (ωB97M-V/def2-TZVPD).

The geometry in XYZ format:
```
64
Properties=species:S:1:pos:R:3
O -4.14 3.91 -1.85
C -5.28 3.40 -2.61
C -5.66 4.77 -3.19
H -6.05 2.98 -1.96
H -4.97 2.68 -3.38
C -4.44 5.25 -2.34
H -6.63 5.15 -2.85
H -5.52 4.86 -4.27
C -4.84 6.20 -1.22
H -5.69 5.81 -0.64
H -5.14 7.17 -1.66
H -3.99 6.37 -0.55
C -3.31 5.82 -3.17
H -3.05 5.14 -3.99
H -2.43 5.97 -2.53
H -3.61 6.79 -3.59
Ir 1.99 -1.50 0.93
C 3.29 -1.96 -0.55
C 2.30 -3.05 -0.58
C 1.13 -2.58 -1.24
H 2.48 -4.10 -0.35
C 1.36 -1.27 -1.66
C 2.63 -0.83 -1.16
H 3.08 0.16 -1.31
H 4.33 -2.02 -0.17
H 0.21 -3.17 -1.38
H 0.67 -0.65 -2.26
C 2.67 -1.10 2.88
C 2.99 0.00 1.96
C 1.72 0.68 1.71
H 3.95 0.19 1.51
C 0.69 0.04 2.50
C 1.23 -1.11 3.09
H 0.68 -1.86 3.67
H 3.41 -1.71 3.37
H 1.60 1.58 1.11
H -0.35 0.37 2.58
O -0.63 -0.27 0.06
C -0.61 1.08 -0.44
C -1.77 1.23 -1.41
H 0.37 1.28 -0.91
H -0.69 1.78 0.40
C -2.77 0.22 -0.84
H -1.43 0.89 -2.41
H -2.16 2.25 -1.48
C -1.86 -0.89 -0.34
H -3.52 -0.11 -1.56
H -3.27 0.68 0.04
H -1.65 -1.61 -1.15
H -2.26 -1.45 0.50
C 3.25 -4.43 4.11
Si 3.60 -4.19 2.28
C 5.34 -3.49 2.04
C 3.51 -5.85 1.40
O 2.27 -3.38 1.77
H 3.84 -5.21 4.59
H 2.19 -4.72 4.20
H 3.34 -3.51 4.70
H 6.08 -4.17 2.49
H 5.65 -3.39 0.99
H 5.52 -2.51 2.50
H 2.47 -6.19 1.43
H 3.78 -5.80 0.34
H 4.13 -6.61 1.88
```

Properties
**Lowest unoccupied orbital energy (spin up / spin down)**: 0.6144 / -1.0825 eV
**Kohn-Sham gap (spin up / spin down)**: 6.02 / 7.15 eV
**Highest occupied orbital energy (spin up / spin down)**: -5.403 / -8.231 eV
**Multiplicity**: 5

***

| no. | DFT total energy (a.u.) |
| --- | --- |
| 1 | -5143.0978 |
| 2 | -1270.4048 |
| 3 | -2256.5248 |
| 4 | -2805.1404 |
| 5 | -1504.1545 |
| 6 | -2738.6644 |
| 7 | -1479.7653 |